(1)
{
  "formula": "HN4O3",
  "method": "ωB97M-V/def2-TZVPD",
  "species": ["N", "N", "N", "N", "O", "O", "O", "H"],
  "positions_angstrom": [[0.54447, -0.68798, 0.27932], [0.87580, 1.31475, -1.53711], [1.29262, 0.27236, 0.55685], [-0.80507, -0.77292, 0.49874], [-1.45331, 0.26489, 0.77763], [0.19617, 0.44011, -1.97534], [-1.30504, -1.83867, 0.39434], [0.65437, 1.00747, 1.00556]],
  "fmax_ev_per_a": 4.92,
  "total_charge": -1,
  "gap_ev": [6.96, 7.99]
}

***

(2)
{
  "formula": "HN6O",
  "method": "ωB97M-V/def2-TZVPD",
  "species": ["N", "N", "N", "N", "N", "N", "O", "H"],
  "positions_angstrom": [[-1.36010, -0.77391, 0.12040], [-0.33585, -1.53814, 0.05405], [0.97013, -1.13877, -0.01664], [0.57259, 1.03282, -0.70412], [1.21961, 0.13649, -0.14262], [-1.37284, 0.47285, -0.06695], [-2.01136, 1.38707, 0.50369], [2.31781, 0.42158, 0.25220]],
  "fmax_ev_per_a": 4.02,
  "total_charge": -1,
  "gap_ev": 7.38
}

***

(3)
{
  "formula": "HNO2S",
  "method": "ωB97M-V/def2-TZVPD",
  "species": ["N", "O", "O", "S", "H"],
  "positions_angstrom": [[0.67564, 0.14343, 0.56780], [-1.79416, -0.55114, 0.33675], [0.12692, 1.21380, -0.12889], [-0.58388, -0.27741, -0.41731], [1.57548, -0.52868, -0.35835]],
  "fmax_ev_per_a": 5.66,
  "gap_ev": 10.82
}

***

(4)
{
  "formula": "HNO2S",
  "method": "ωB97M-V/def2-TZVPD",
  "species": ["N", "O", "O", "S", "H"],
  "positions_angstrom": [[-0.27139, -1.39576, -0.54868], [-0.12476, 1.74814, 0.92883], [0.59266, -0.42052, -0.29321], [0.98622, 1.23052, 0.23381], [-1.18273, -1.16239, -0.32076]],
  "fmax_ev_per_a": 4.07,
  "gap_ev": [9.31, 8.02]
}

***

(5)
{
  "formula": "HNO2S2",
  "method": "ωB97M-V/def2-TZVPD",
  "species": ["N", "O", "O", "S", "S", "H"],
  "positions_angstrom": [[0.56563, 0.57055, -0.36457], [-2.21994, 1.11185, -0.16524], [-1.28170, -1.05898, 0.28879], [1.46478, -0.67891, -0.30937], [-1.08629, 0.33567, 0.32738], [2.55751, -0.28017, 0.22301]],
  "fmax_ev_per_a": 3.11,
  "gap_ev": [7.68, 7.45]
}

***

(6)
{
  "formula": "HNO3S",
  "method": "ωB97M-V/def2-TZVPD",
  "species": ["N", "O", "O", "O", "S", "H"],
  "positions_angstrom": [[0.39934, -1.48145, -0.88448], [0.23008, -0.40789, 1.48633], [-0.24205, 1.48514, -0.14636], [1.27231, -1.59106, -0.13020], [-0.77214, 0.04756, 0.52476], [-0.88755, 1.94770, -0.85005]],
  "multiplicity": 3,
  "fmax_ev_per_a": 3.54,
  "gap_ev": [8.32, 10.04]
}

***

(7)
{
  "formula": "HNO4S",
  "method": "ωB97M-V/def2-TZVPD",
  "species": ["N", "O", "O", "O", "O", "S", "H"],
  "positions_angstrom": [[-0.41830, 0.74985, 1.68180], [0.42686, 1.31738, 0.97297], [-1.94465, 0.48215, 3.55069], [0.06690, -0.88634, 0.21857], [-0.95021, -0.34834, 0.89133], [-0.86666, 1.31709, 3.12050], [0.42387, -0.34011, -0.53492]],
  "fmax_ev_per_a": 4.65,
  "gap_ev": [8.44, 8.27]
}

***

(8)
{
  "formula": "HNOP2",
  "method": "ωB97M-V/def2-TZVPD",
  "species": ["N", "O", "P", "P", "H"],
  "positions_angstrom": [[0.71948, 0.29861, -0.10450], [-1.64944, -0.28641, -0.20673], [0.58689, -1.05837, 0.71286], [-0.90045, 0.67966, 0.62526], [1.24351, 0.36651, -1.02690]],
  "smiles": "O=P1=PN1",
  "fmax_ev_per_a": 3.15,
  "gap_ev": 7.54
}

***

(9)
{
  "formula": "HO2P",
  "method": "ωB97M-V/def2-TZVPD",
  "species": ["O", "O", "P", "H"],
  "positions_angstrom": [[-1.85875, -0.39376, -0.71710], [-1.88666, -0.36343, 0.71699], [-0.96081, 0.75339, 0.01108], [0.28292, 0.00110, -0.30952]],
  "smiles": "o1o[pH]1",
  "fmax_ev_per_a": 2.42,
  "gap_ev": 10.15
}

***

(10)
{
  "formula": "HO2PS",
  "method": "ωB97M-V/def2-TZVPD",
  "species": ["O", "O", "P", "S", "H"],
  "positions_angstrom": [[2.29707, 0.63961, -0.45565], [0.02765, -0.07288, -0.20973], [1.49038, -0.07306, 0.50695], [-1.58256, -0.77758, 0.32120], [-2.23254, 0.28392, -0.16279]],
  "smiles": "O=POS",
  "fmax_ev_per_a": 2.70,
  "gap_ev": 9.49
}

***

(11)
{
  "formula": "HO2S2",
  "method": "ωB97M-V/def2-TZVPD",
  "species": ["O", "O", "S", "S", "H"],
  "positions_angstrom": [[-1.40723, -1.50039, 0.75059], [-0.29305, 0.62067, 1.18912], [0.71923, 0.92264, -2.09810], [-0.24025, -0.69215, 0.53972], [1.22130, 0.64923, -0.38133]],
  "fmax_ev_per_a": 4.50,
  "total_charge": -1,
  "gap_ev": [6.36, 6.36]
}

***

(12)
{
  "formula": "HO3PS2",
  "method": "ωB97M-V/def2-TZVPD",
  "species": ["O", "O", "O", "P", "S", "S", "H"],
  "positions_angstrom": [[0.58354, 1.39728, -0.62456], [-1.11376, 1.24558, 0.99430], [1.02264, -1.10881, 0.24749], [-0.28168, -0.82797, -0.62509], [-1.52754, -2.17904, -0.04587], [-0.42323, 2.13210, 0.10155], [1.74003, -0.65913, -0.04782]],
  "fmax_ev_per_a": 4.50,
  "gap_ev": 6.53
}